[1]
DFT (ωB97M-V/def2-TZVPD) results for a structure of composition C29H27N5O5SbW.

Calculated values
E_HOMO (alpha / beta)   -0.3675 / -0.3676 hartree
HOMO-LUMO gap (alpha / beta)   6.574 / 6.577 eV

ORCA input file:
```
! wB97M-V def2-TZVPD RIJCOSX def2/J DEFGRID3
* xyz 1 1
W -0.1667 0.1883 0.4966
O -2.8059 -1.9096 3.0165
C -1.9002 -1.5464 2.3163
N -1.3484 -0.2850 2.1878
C -1.5332 0.6667 3.1733
O -2.2823 0.6322 4.1135
C -0.5706 1.8229 3.0023
C -0.5249 2.8365 3.9362
C 0.3992 3.8547 3.7631
C 1.2454 3.8169 2.6658
C 1.1378 2.7692 1.7715
N 0.2436 1.7913 1.9383
C -1.1209 -2.5302 1.4691
C -1.3434 -3.8835 1.5846
C -0.5679 -4.7573 0.8351
C 0.3787 -4.2310 -0.0261
C 0.5187 -2.8574 -0.1208
N -0.2058 -2.0124 0.6268
H -1.2112 2.7927 4.7699
H 0.4623 4.6667 4.4750
H 1.9817 4.5888 2.4943
H 1.7756 2.6995 0.9015
H -2.1064 -4.2115 2.2773
H -0.7034 -5.8272 0.9170
H 1.0016 -4.8674 -0.6386
H 1.2057 -2.4173 -0.8286
O 3.4248 -2.1058 2.1021
C 3.9457 -2.0633 0.8640
C 5.0209 -2.9156 0.6073
C 5.6072 -2.9328 -0.6383
C 5.1411 -2.1077 -1.6669
C 4.0764 -1.2744 -1.4275
C 3.4559 -1.2387 -0.1663
C 2.2992 -0.3790 0.0501
O 1.7902 -0.2263 1.2302
N 1.6806 0.1088 -1.0491
N 0.8183 1.1971 -0.8719
C 0.6087 2.1051 -1.7544
C -0.5553 2.9369 -1.5827
C -0.6995 4.0793 -2.3917
C -1.7726 4.9235 -2.2546
C -2.7399 4.6460 -1.2833
C -2.6357 3.5293 -0.4840
C -1.5610 2.6438 -0.6291
O -1.5870 1.5367 0.1301
H 2.7347 -1.4262 2.1803
H 5.3768 -3.5426 1.4132
H 6.4466 -3.5919 -0.8188
H 5.6156 -2.1222 -2.6377
H 3.6937 -0.6307 -2.2067
H 1.3015 2.2317 -2.5802
H 0.0668 4.2866 -3.1296
H -1.8626 5.7963 -2.8857
H -3.5864 5.3082 -1.1574
H -3.3892 3.2980 0.2576
C -1.6828 -2.5923 -2.6764
Sb -1.9163 -0.7770 -1.5970
C -3.7801 -1.1021 -0.6283
C -2.4581 0.5322 -3.1687
H -2.5537 -2.7681 -3.3054
H -1.5660 -3.4272 -1.9882
H -0.7938 -2.5149 -3.3018
H -4.6154 -0.8974 -1.2950
H -3.8287 -0.4339 0.2301
H -3.8418 -2.1342 -0.2857
H -3.2582 0.0776 -3.7503
H -1.5888 0.6915 -3.8046
H -2.7907 1.4857 -2.7650
*
```

[2]
DFT (ωB97M-V/def2-TZVPD) results for a structure of composition C29H28BaN5O2S in a non-equilibrium geometry.

Calculated values
E_HOMO   -0.1604 hartree
HOMO-LUMO gap   6.023 eV

ORCA input file:
```
! wB97M-V def2-TZVPD RIJCOSX def2/J DEFGRID3
* xyz -1 1
Ba 0.4547 0.2816 -0.5754
O -4.6455 -3.8907 3.1147
C -3.4379 -3.9330 3.3989
O -2.8180 -4.4853 4.3216
C -2.5523 -2.9873 2.5213
C -1.2331 -2.7346 2.8587
C -0.4853 -1.8492 2.0928
N -0.9864 -1.2802 0.9875
C -2.2579 -1.5274 0.6487
C -3.0799 -2.3446 1.4149
C -2.7937 -0.8180 -0.5452
C -3.8781 -1.3222 -1.2591
C -4.3888 -0.5887 -2.3165
C -3.8111 0.6298 -2.6333
C -2.7226 1.0495 -1.8877
N -2.2153 0.3450 -0.8769
C 0.9005 -1.4585 2.4795
C 1.6098 -2.1593 3.4533
C 2.8691 -1.7219 3.8216
C 3.4007 -0.5978 3.2096
C 2.6438 0.0289 2.2362
N 1.4278 -0.3820 1.8789
H -0.8504 -3.2296 3.7400
H -4.1288 -2.4912 1.1971
H -4.3045 -2.2788 -0.9930
H -5.2283 -0.9672 -2.8855
H -4.1718 1.2346 -3.4532
H -2.2128 1.9788 -2.1118
H 1.1899 -3.0427 3.9101
H 3.4323 -2.2540 4.5772
H 4.3806 -0.2200 3.4640
H 3.0329 0.8902 1.7058
S 5.3110 1.6164 -0.9765
C 3.8691 0.8961 -0.9732
N 2.8101 0.3829 -0.9268
C -0.5714 2.2374 -7.3463
C -0.4510 1.4830 -6.0450
C -0.6901 0.1117 -6.0056
C -0.5260 -0.5683 -4.8003
C -0.7532 -2.0570 -4.7163
C -0.1623 0.1347 -3.6724
C 0.0270 1.5490 -3.6265
C -0.1023 2.1796 -4.8980
N 0.2573 2.1107 -2.4227
C 0.5317 3.5307 -2.2691
C 1.8235 3.9662 -2.9863
C -0.6616 4.4283 -2.6648
C 0.7694 3.7696 -0.7696
H -0.8200 1.5682 -8.1703
H 0.3651 2.7427 -7.5907
H -1.3489 3.0018 -7.2805
H -0.9820 -0.4238 -6.9021
H -0.9118 -2.4849 -5.7061
H -1.6344 -2.2787 -4.1087
H 0.1006 -2.5598 -4.2579
H 0.0063 -0.4256 -2.7589
H 0.0866 3.2370 -5.0116
H 1.7334 3.9268 -4.0699
H 2.6330 3.2950 -2.6930
H 2.0922 4.9876 -2.7032
H -1.0598 4.1733 -3.6442
H -0.3660 5.4810 -2.6749
H -1.4666 4.3103 -1.9340
H 1.6754 3.2467 -0.4451
H -0.0897 3.4117 -0.1901
H 0.8970 4.8335 -0.5629
*
```

[3]
DFT (ωB97M-V/def2-TZVPD) results for the molecule C29H28ClF3N4O2.

Calculated values
E_HOMO   -0.3045 hartree
HOMO-LUMO gap   8.933 eV
Structure (SMILES)   C[C@]1(C(=O)NCCCNc2ncc(C(F)(F)F)cc2Cl)C=C[C@@H](Cc2ccccc2)N1C(=O)c1ccccc1

ORCA input file:
```
! wB97M-V def2-TZVPD RIJCOSX def2/J DEFGRID3
* xyz 0 1
C -0.8198 -1.8730 -2.2221
H -0.5308 -2.8614 -1.8794
H -1.8934 -1.8486 -2.3839
H -0.3193 -1.6806 -3.1697
C -0.4256 -0.7879 -1.2208
C -0.5718 0.5837 -1.8201
C 0.5385 1.2865 -1.7018
C 1.5902 0.5154 -0.9644
N 1.0101 -0.8216 -0.8970
C 1.6488 -1.9202 -0.4620
O 1.0863 -2.9892 -0.2452
C 3.1263 -1.7807 -0.2688
C 3.6664 -1.8962 1.0059
C 5.0336 -1.7905 1.1924
C 5.8684 -1.5888 0.1062
C 5.3359 -1.5055 -1.1698
C 3.9687 -1.6009 -1.3596
H 3.5534 -1.5492 -2.3563
H 5.9870 -1.3651 -2.0200
H 6.9350 -1.5050 0.2526
H 5.4474 -1.8681 2.1868
H 3.0103 -2.0645 1.8477
H 2.5479 0.5013 -1.4952
C 1.8026 1.1093 0.4466
C 2.5063 2.4301 0.3480
C 3.8855 2.4695 0.1814
C 4.5429 3.6798 0.0532
C 3.8274 4.8649 0.0880
C 2.4530 4.8337 0.2524
C 1.7957 3.6225 0.3799
H 0.7230 3.5982 0.5065
H 1.8905 5.7551 0.2813
H 4.3405 5.8101 -0.0109
H 5.6157 3.6988 -0.0727
H 4.4457 1.5440 0.1582
H 0.8263 1.2227 0.9214
H 2.4043 0.4118 1.0330
H 0.7107 2.2953 -2.0262
H -1.4976 0.8944 -2.2645
C -1.2102 -0.8394 0.1163
O -1.6181 0.1791 0.6419
N -1.3632 -2.0732 0.6204
H -0.7511 -2.7956 0.2475
C -1.9091 -2.3123 1.9403
H -1.0920 -2.5867 2.6169
H -2.3559 -1.3776 2.2860
C -2.9532 -3.4341 1.9206
C -4.3703 -2.9275 1.6292
N -4.4792 -2.2399 0.3682
C -4.4073 -0.9012 0.2607
N -4.4236 -0.1705 1.3754
C -4.2887 1.1354 1.3036
C -4.1476 1.8173 0.1053
C -4.2089 1.0892 -1.0865
C -4.3509 -0.2713 -1.0061
Cl -4.4590 -1.2269 -2.4491
H -4.1392 1.5904 -2.0405
C -3.9362 3.2938 0.0415
F -4.9896 3.9381 -0.5124
F -2.8758 3.6328 -0.7153
F -3.7469 3.8584 1.2395
H -4.2808 1.6579 2.2495
H -4.3417 -2.7751 -0.4764
H -5.0655 -3.7725 1.6244
H -4.6713 -2.2165 2.3995
H -2.6608 -4.1769 1.1749
H -2.9699 -3.9254 2.8936
*
```

Table of E (eV), in record order: -56558.3374 -53607.1370 -61260.1230
Table of ΔE to the lowest compared entry with this formula, charge and spin (kJ/mol), in record order: 11.9 40.6 7.8